(1)
The following is a DFT calculation (ωB97M-V with the def2-TZVPD basis set) of a cluster of 3 separate species, C3H10O4 in total.

Values from the calculation:
HOMO-LUMO gap: 10.18 eV
LUMO level: 0.35 eV
Energy above the lowest of the compared OMol25 structures with the same formula, charge and spin: 2.3389 eV
Highest occupied orbital energy: -0.36099 Ha
SMILES: O=CCCO.O.O

Positions of all 17 atoms, in Å:
O: 0.245 0.732 -2.879
C: -0.502 0.919 -1.950
C: -0.558 0.275 -0.673
C: 0.130 -1.042 -0.647
O: 0.161 -1.658 0.610
H: -1.174 1.836 -2.143
H: -0.172 0.949 0.020
H: -1.625 0.107 -0.391
H: -0.199 -1.752 -1.496
H: 1.202 -0.797 -1.057
H: -0.761 -1.667 0.921
O: 5.223 1.697 2.427
H: 5.912 2.003 2.871
H: 4.617 1.262 3.055
O: -3.951 -1.221 0.243
H: -3.711 -0.258 0.434
H: -4.836 -1.386 0.654

(2)
The following is a DFT calculation (ωB97M-V with the def2-TZVPD basis set) of a cluster of 2 separate species, C2H3ClN2 in total.

Values from the calculation:
HOMO-LUMO gap: 8.60 eV
LUMO level: -0.67 eV
Energy above the lowest of the compared OMol25 structures with the same formula, charge and spin: 4.1159 eV
Highest occupied orbital energy: -0.34078 Ha

Positions of all 8 atoms, in Å:
C: 1.341 -0.963 0.001
C: -1.231 0.266 -0.004
N: 1.885 -1.979 0.026
N: 0.775 0.171 -0.222
Cl: 1.473 1.693 0.115
H: -1.416 -0.704 0.427
H: -1.296 1.099 0.677
H: -1.531 0.418 -1.021

(3)
The following is a DFT calculation (ωB97M-V with the def2-TZVPD basis set) of a structure of composition C25H15Cl5N5O9Tl.

Values from the calculation:
HOMO-LUMO gap: 8.23 eV
LUMO level: -0.81 eV
Energy above the lowest of the compared OMol25 structures with the same formula, charge and spin: 0.5209 eV
Highest occupied orbital energy: -0.33205 Ha

Positions of all 60 atoms, in Å:
Tl: -0.106 0.089 0.142
O: 1.187 0.199 4.145
C: 1.220 0.065 2.946
O: 0.114 -0.004 2.234
C: 2.582 -0.058 2.261
C: 3.654 0.009 3.141
C: 4.955 -0.107 2.704
C: 5.252 -0.260 1.369
C: 4.205 -0.280 0.485
C: 2.843 -0.238 0.872
O: 1.949 -0.423 -0.064
N: 4.567 -0.288 -0.945
O: 3.904 0.380 -1.714
O: 5.494 -1.002 -1.280
N: 6.057 -0.042 3.676
O: 5.768 0.090 4.848
O: 7.191 -0.124 3.247
H: 3.441 0.138 4.192
H: 6.272 -0.313 1.024
Cl: -4.891 -0.313 -5.433
C: -4.072 -0.174 -3.927
C: -2.688 -0.106 -3.884
Cl: -1.769 -0.163 -5.339
C: -2.039 0.005 -2.658
Cl: -0.295 0.086 -2.643
C: -2.727 0.051 -1.437
O: -2.179 0.151 -0.248
C: -4.132 -0.021 -1.513
Cl: -4.999 0.032 -0.029
C: -4.789 -0.129 -2.728
Cl: -6.504 -0.217 -2.761
C: -0.310 4.527 0.959
C: -0.413 3.152 0.960
N: 0.233 2.406 0.052
C: 1.015 2.991 -0.851
C: 1.186 4.364 -0.914
C: 0.485 5.136 0.000
C: 2.044 4.956 -1.966
C: 3.317 4.658 -2.207
C: 4.199 3.788 -1.391
C: 5.354 3.255 -1.938
C: 6.160 2.498 -1.107
N: 5.862 2.281 0.171
C: 4.726 2.832 0.599
N: 3.881 3.574 -0.108
H: -0.844 5.106 1.700
H: -1.017 2.622 1.686
H: 1.538 2.337 -1.543
H: 0.582 6.215 -0.023
H: 1.556 5.676 -2.617
H: 3.790 5.113 -3.070
H: 5.614 3.420 -2.976
H: 7.075 2.046 -1.476
H: 4.462 2.655 1.638
C: -0.282 -3.121 -1.308
O: -0.266 -2.388 -0.070
H: -0.252 -4.191 -1.112
H: 0.557 -2.834 -1.941
H: -1.218 -2.879 -1.805
H: 0.478 -2.694 0.462

(4)
The following is a DFT calculation (ωB97M-V with the def2-TZVPD basis set) of a cluster of 7 separate species, C51H111ClNO10 in total.

Values from the calculation:
HOMO-LUMO gap: 8.07 eV
Net charge: +1
LUMO level: -2.46 eV
Highest occupied orbital energy: -0.38714 Ha

Positions of all 174 atoms, in Å:
C: -8.197 -1.306 0.949
C: -7.189 -0.617 0.477
C: -5.987 0.152 -0.273
C: -5.769 -0.394 -1.801
C: -4.468 -1.402 -1.866
N: -4.149 -1.885 -3.249
C: -2.842 -2.597 -3.437
C: -1.614 -2.152 -2.488
C: -1.172 -0.583 -2.694
C: -0.640 -0.089 -1.224
C: 0.207 1.291 -1.279
C: 1.436 1.171 -0.230
C: 1.193 2.041 1.144
C: 2.124 1.464 2.358
C: 1.664 1.985 3.821
C: 2.037 3.528 4.136
C: 1.494 4.020 5.612
O: 0.034 4.006 5.597
C: -0.534 3.429 6.808
C: -2.907 -4.208 -3.361
C: -3.074 -4.812 -1.863
O: -3.277 -6.236 -2.006
C: -2.488 -7.029 -1.081
C: -3.461 -7.883 -0.071
C: -3.193 -9.482 -0.337
O: -3.902 -4.840 -4.204
C: -4.716 -3.841 -4.930
C: -5.935 -4.745 -5.556
C: -5.652 -5.132 -7.128
O: -6.816 -5.897 -7.573
C: -5.288 -2.669 -3.918
C: -6.085 -1.647 -4.904
Cl: -6.362 -3.588 -2.750
H: -9.176 -1.812 1.302
H: -6.296 1.262 -0.375
H: -5.024 0.088 0.353
H: -6.731 -0.871 -2.192
H: -5.448 0.552 -2.407
H: -3.642 -0.703 -1.423
H: -4.552 -2.254 -1.074
H: -4.081 -1.014 -3.833
H: -2.480 -2.324 -4.515
H: -0.691 -2.772 -2.838
H: -1.803 -2.378 -1.360
H: -2.109 0.077 -2.922
H: -0.388 -0.453 -3.524
H: -0.037 -0.987 -0.797
H: -1.538 0.053 -0.504
H: 0.528 1.581 -2.350
H: -0.510 2.137 -0.921
H: 1.620 0.086 0.136
H: 2.440 1.516 -0.700
H: 1.556 3.120 0.936
H: 0.105 1.997 1.512
H: 2.118 0.299 2.389
H: 3.229 1.765 2.215
H: 0.533 1.839 4.020
H: 2.243 1.331 4.595
H: 1.532 4.226 3.376
H: 3.202 3.660 4.182
H: 1.805 5.127 5.816
H: 1.959 3.401 6.475
H: 0.111 2.612 7.295
H: -1.530 2.925 6.498
H: -0.814 4.227 7.598
H: -1.868 -4.590 -3.736
H: -4.043 -4.390 -1.363
H: -2.207 -4.497 -1.181
H: -1.950 -7.841 -1.726
H: -1.655 -6.470 -0.525
H: -4.548 -7.672 -0.375
H: -3.228 -7.578 1.010
H: -4.148 -10.041 -0.033
H: -2.260 -9.750 0.277
H: -2.983 -9.712 -1.453
H: -4.062 -3.398 -5.781
H: -6.971 -4.284 -5.388
H: -5.954 -5.776 -5.007
H: -4.773 -5.899 -7.080
H: -5.421 -4.216 -7.778
H: -7.060 -6.511 -6.825
H: -6.686 -0.839 -4.355
H: -5.329 -1.072 -5.586
H: -6.812 -2.168 -5.624
C: 1.210 -5.941 -7.575
C: 0.258 -5.404 -6.522
O: 0.801 -4.335 -5.756
C: 1.165 -3.163 -6.472
C: -0.002 -2.506 -7.187
H: 2.166 -6.222 -7.124
H: 0.781 -6.818 -8.066
H: 1.420 -5.195 -8.347
H: 0.030 -6.207 -5.815
H: -0.697 -5.105 -6.968
H: 1.982 -3.379 -7.167
H: 1.564 -2.462 -5.733
H: -0.397 -3.141 -7.982
H: 0.311 -1.560 -7.638
H: -0.821 -2.309 -6.487
C: 8.442 4.424 4.118
C: 7.057 5.030 4.256
O: 6.052 4.082 4.591
C: 6.216 3.392 5.826
C: 6.225 4.311 7.036
H: 8.430 3.592 3.408
H: 9.155 5.175 3.768
H: 8.809 4.035 5.072
H: 6.767 5.462 3.294
H: 7.057 5.854 4.978
H: 7.114 2.768 5.797
H: 5.366 2.709 5.913
H: 7.094 4.973 7.033
H: 6.255 3.725 7.959
H: 5.332 4.942 7.049
C: -1.373 -0.524 5.359
C: -2.398 0.384 4.705
O: -2.484 0.219 3.296
C: -2.864 -1.063 2.821
C: -4.244 -1.500 3.278
H: -0.396 -0.406 4.882
H: -1.277 -0.290 6.422
H: -1.654 -1.577 5.273
H: -2.103 1.423 4.876
H: -3.384 0.261 5.165
H: -2.106 -1.806 3.087
H: -2.865 -0.997 1.728
H: -4.285 -1.647 4.359
H: -4.519 -2.445 2.800
H: -4.992 -0.744 3.019
C: 11.686 2.481 -0.150
C: 10.749 3.020 0.916
O: 11.298 4.097 1.664
C: 11.643 5.266 0.933
C: 10.460 5.915 0.234
H: 12.652 2.210 0.286
H: 11.254 1.598 -0.627
H: 11.877 3.222 -0.930
H: 10.539 2.221 1.633
H: 9.785 3.310 0.485
H: 12.450 5.049 0.226
H: 12.050 5.975 1.660
H: 10.055 5.272 -0.551
H: 10.763 6.859 -0.229
H: 9.653 6.114 0.945
C: -7.517 -1.786 -9.914
C: -8.474 -1.254 -8.861
O: -7.939 -0.180 -8.097
C: -7.581 0.995 -8.816
C: -8.751 1.646 -9.533
H: -6.559 -2.060 -9.461
H: -7.940 -2.667 -10.403
H: -7.312 -1.040 -10.686
H: -8.696 -2.057 -8.153
H: -9.430 -0.962 -9.308
H: -6.762 0.782 -9.509
H: -7.188 1.700 -8.078
H: -9.142 1.007 -10.328
H: -8.441 2.592 -9.985
H: -9.571 1.841 -8.836
C: 5.421 7.557 11.341
C: 5.333 6.348 10.426
O: 6.587 5.721 10.190
C: 7.260 5.201 11.330
C: 6.476 4.120 12.056
H: 6.159 8.272 10.965
H: 4.451 8.055 11.410
H: 5.725 7.276 12.352
H: 4.963 6.675 9.450
H: 4.608 5.620 10.803
H: 7.538 6.011 12.010
H: 8.196 4.768 10.965
H: 5.560 4.516 12.499
H: 7.079 3.689 12.861
H: 6.189 3.322 11.365

(5)
The following is a DFT calculation (ωB97M-V with the def2-TZVPD basis set) of the molecule C4H7N3O.

Values from the calculation:
HOMO-LUMO gap: 8.38 eV
LUMO level: 0.07 eV
Energy above the lowest of the compared OMol25 structures with the same formula, charge and spin: 4.5261 eV
Highest occupied orbital energy: -0.30529 Ha
SMILES: C=C(N)C(=C)/N=N\O

Positions of all 15 atoms, in Å:
C: 0.814 -0.649 1.451
C: 0.421 -0.544 0.177
N: 1.143 -1.072 -0.882
C: -0.991 -0.094 -0.161
C: -2.091 -0.511 0.471
N: -1.099 0.929 -1.080
N: -0.188 1.641 -1.442
O: 0.882 2.008 -0.588
H: 0.209 -0.275 2.255
H: 1.758 -1.094 1.712
H: 2.129 -1.187 -0.705
H: 0.940 -0.684 -1.790
H: -2.041 -1.282 1.219
H: -3.048 -0.063 0.262
H: 1.163 2.878 -0.899

(6)
The following is a DFT calculation (ωB97M-V with the def2-TZVPD basis set) of a structure of composition C19H34N12O2S2SeTi.

Values from the calculation:
HOMO-LUMO gap (spin up / spin down): 5.55 / 5.00 eV
LUMO level (spin up / spin down): 0.08 / -0.49 eV
2S+1: 3
Energy above the lowest of the compared OMol25 structures with the same formula, charge and spin: 0.8467 eV
Highest occupied orbital energy (spin up / spin down): -0.20102 / -0.20162 Ha

Positions of all 71 atoms, in Å:
Ti: 0.340 0.684 0.362
N: 1.242 -1.125 -0.679
C: 0.341 -1.650 -1.704
C: 1.098 -2.328 -2.859
C: 0.386 -2.595 -4.183
C: -0.912 -3.408 -4.163
N: -1.084 -4.321 -3.035
C: -1.969 -4.170 -2.049
N: -2.625 -3.036 -1.878
N: -2.218 -5.212 -1.235
C: -0.641 -0.542 -2.111
O: -1.544 -0.828 -2.922
O: -0.493 0.570 -1.529
H: 2.082 -0.700 -1.060
H: 1.523 -1.832 -0.009
H: -0.275 -2.393 -1.193
H: 1.507 -3.265 -2.462
H: 1.972 -1.714 -3.099
H: 1.116 -3.086 -4.832
H: 0.132 -1.648 -4.658
H: -0.988 -4.014 -5.067
H: -1.761 -2.734 -4.160
H: -0.570 -5.185 -3.043
H: -2.252 -2.156 -2.263
H: -3.250 -2.960 -1.090
H: -1.669 -6.045 -1.359
H: -2.497 -5.015 -0.265
C: -1.042 4.570 4.064
N: -0.529 4.174 2.761
C: -0.971 5.020 1.665
C: -0.300 2.847 2.481
N: -0.661 2.258 1.401
N: 0.472 2.214 3.438
C: 0.860 0.888 3.449
N: 1.537 0.525 4.596
N: 0.570 0.098 2.495
H: -0.647 5.549 4.334
H: -0.762 3.857 4.835
H: -2.137 4.629 4.049
H: -0.802 6.058 1.949
H: -2.042 4.896 1.452
H: -0.378 4.805 0.775
H: -1.220 2.875 0.823
H: 0.968 2.834 4.054
H: 2.022 1.270 5.069
H: 2.139 -0.273 4.461
H: 0.832 -0.868 2.663
C: 5.132 2.027 -0.121
C: 3.623 2.058 -0.149
S: 2.804 0.985 0.988
C: 2.900 2.886 -0.916
C: 3.519 3.889 -1.850
S: 1.144 2.880 -0.883
H: 5.481 1.214 0.513
H: 5.557 2.954 0.275
H: 5.560 1.873 -1.115
H: 4.608 3.859 -1.828
H: 3.202 4.901 -1.585
H: 3.189 3.719 -2.877
Se: -0.723 -4.219 1.878
N: -2.499 -3.954 1.672
C: -2.653 -2.674 1.301
C: -3.876 -2.056 1.011
C: -3.857 -0.755 0.521
C: -2.647 -0.101 0.351
N: -1.453 -0.621 0.671
C: -1.428 -1.898 1.137
N: -0.290 -2.531 1.404
H: -4.799 -2.605 1.159
H: -4.769 -0.240 0.255
H: -2.628 0.891 -0.081